--- P ---
H24O12 | the ωB97M-V functional and the def2-TZVPD basis

HOMO in eV: -6.5853
Orbital gap in eV: 6.357
Lowest unoccupied orbital energy in eV: -0.2

```
! RIJCOSX wB97M-V def2-TZVPD def2/J DEFGRID3
* xyz 0 1
H -0.776 -0.310 0.305
H 0.433 0.604 0.196
H -1.538 2.672 -1.009
H -1.182 3.752 -0.001
H -3.845 -0.989 2.032
H -5.175 -1.169 1.319
H -0.208 -2.698 -1.740
H -0.259 -2.245 -3.190
H -3.222 4.238 0.101
H -2.775 3.200 1.116
H 0.247 -2.012 2.798
H -0.031 -0.989 3.888
H 2.720 0.644 1.983
H 1.472 0.526 2.843
H 4.605 -0.760 -1.311
H 4.568 0.650 -0.746
H 2.251 -3.405 -0.174
H 3.423 -2.461 -0.384
H -2.691 -3.445 -1.960
H -3.185 -4.294 -0.800
H -0.133 3.305 -2.511
H 1.083 2.807 -1.747
H 1.554 1.094 -0.914
H 3.006 1.115 -1.363
O 0.147 -0.235 0.573
O -1.928 3.241 -0.336
O -4.325 -1.600 1.462
O 0.123 -2.015 -2.335
O -3.408 3.343 0.404
O 0.666 -1.555 3.537
O 2.092 1.173 2.488
O 4.593 -0.276 -0.478
O 2.617 -2.568 0.133
O -3.431 -3.997 -1.684
O 0.154 3.036 -1.631
O 2.358 1.624 -0.863
*
```

---

--- Q ---
H24O12 | the ωB97M-V functional and the def2-TZVPD basis

Structure (SMILES): O.O.O.O.O.O.O.O.O.O.O.O
HOMO in eV: -9.2761
Orbital gap in eV: 9.069
Lowest unoccupied orbital energy in eV: -0.2

```
! RIJCOSX wB97M-V def2-TZVPD def2/J DEFGRID3
* xyz 0 1
O -0.187 0.067 -0.477
H -0.772 -0.293 -1.154
H -0.260 -0.559 0.252
O -1.449 0.460 2.065
H -1.432 1.059 2.820
H -2.381 0.233 1.967
O 1.236 -0.131 4.103
H 1.478 0.688 4.549
H 1.685 -0.817 4.610
O -1.351 -3.583 -0.469
H -0.840 -2.790 -0.667
H -1.728 -3.837 -1.318
O -2.863 -1.650 -1.795
H -3.323 -0.856 -1.499
H -3.095 -2.314 -1.135
O 1.874 2.636 0.620
H 2.662 2.910 1.104
H 1.388 2.095 1.252
O -2.912 3.441 -0.738
H -3.700 3.917 -1.025
H -3.250 2.771 -0.133
O 4.799 -0.171 -0.012
H 4.887 -0.810 -0.728
H 4.185 -0.589 0.602
O -3.364 -1.334 1.554
H -3.494 -1.381 0.600
H -3.578 -2.220 1.865
O 3.025 -2.766 -1.075
H 2.596 -2.675 -0.217
H 3.639 -2.024 -1.110
O 1.077 0.308 -2.554
H 1.021 -0.113 -1.689
H 2.005 0.219 -2.798
O 0.406 3.000 -1.579
H -0.383 3.026 -2.131
H 0.374 2.131 -1.163
*
```

---

--- R ---
H24O12 | the ωB97M-V functional and the def2-TZVPD basis

Structure (SMILES): O.O.O.O.O.O.O.O.O.O.O.O
HOMO in eV: -10.2803
Orbital gap in eV: 10.241
Lowest unoccupied orbital energy in eV: 0.0

```
! RIJCOSX wB97M-V def2-TZVPD def2/J DEFGRID3
* xyz 0 1
O -3.527 -0.667 2.100
H -4.063 -0.662 2.912
H -4.140 -0.430 1.351
O 1.169 -1.795 -1.194
H 1.786 -2.174 -0.560
H 1.786 -1.195 -1.658
O 2.131 -1.848 3.738
H 1.471 -1.131 3.697
H 1.693 -2.681 3.964
O 1.368 2.783 0.061
H 1.444 3.686 0.290
H 1.222 2.023 0.535
O 3.486 0.092 -1.209
H 3.386 0.327 -2.174
H 3.116 0.777 -0.666
O -3.030 1.675 0.835
H -3.389 1.712 -0.070
H -2.527 0.892 1.052
O 1.467 0.091 1.520
H 0.566 0.047 1.249
H 2.023 -0.530 1.025
O 0.066 -3.314 3.552
H -0.266 -4.132 3.130
H -0.706 -2.832 3.813
O -2.346 2.347 -2.197
H -1.612 1.808 -1.906
H -2.522 2.509 -3.119
O 1.548 1.697 -2.808
H 0.711 1.416 -2.513
H 1.997 2.400 -2.322
O -0.883 -0.257 -3.962
H -0.072 -0.205 -3.468
H -1.092 -1.207 -3.887
O -0.767 -0.166 -0.049
H -1.122 -0.021 -0.968
H -0.374 -1.033 -0.090
*
```

---

--- S ---
H24O12 | the ωB97M-V functional and the def2-TZVPD basis

Structure (SMILES): O.O.O.O.O.O.O.O.O.O.O.O
HOMO in eV: -9.9111
Orbital gap in eV: 9.741
Lowest unoccupied orbital energy in eV: -0.2

```
! RIJCOSX wB97M-V def2-TZVPD def2/J DEFGRID3
* xyz 0 1
O -0.476 -0.743 0.825
H -1.412 -0.679 0.604
H -0.121 0.123 0.594
O 2.164 -2.361 0.517
H 2.707 -3.122 0.283
H 2.187 -1.806 -0.271
O -0.825 -2.565 3.719
H -0.592 -2.703 4.645
H -1.589 -3.136 3.582
O 1.792 -2.903 -1.861
H 2.565 -3.326 -1.470
H 1.502 -3.524 -2.539
O 3.195 0.759 1.412
H 2.244 0.912 1.375
H 3.533 1.507 1.917
O -4.669 -1.200 -2.118
H -4.318 -0.333 -2.352
H -3.920 -1.795 -2.232
O -1.333 0.995 2.057
H -1.764 0.167 2.296
H -1.432 1.546 2.841
O -2.226 -0.587 -1.142
H -2.399 -0.075 -1.940
H -1.333 -0.926 -1.270
O 1.035 0.191 -2.007
H 0.288 0.644 -2.413
H 0.661 -0.223 -1.221
O -2.896 3.496 0.424
H -3.651 2.945 0.663
H -2.662 3.942 1.246
O 3.046 0.829 -1.272
H 2.412 1.537 -1.430
H 2.797 0.147 -1.906
O 1.934 4.148 -0.142
H 1.470 3.390 -0.516
H 2.085 4.727 -0.897
*
```

---

R has the most favorable energy; the next structure is 4.1 kcal/mol above.

---

--- P ---
C3H8N | the ωB97M-V functional and the def2-TZVPD basis

HOMO in eV: -15.9142
Orbital gap in eV: 7.589
Lowest unoccupied orbital energy in eV: -8.3

```
! RIJCOSX wB97M-V def2-TZVPD def2/J DEFGRID3
* xyz 1 1
C -1.969 1.206 -0.313
C -2.056 -0.202 -0.676
C -1.405 -1.189 0.139
N -0.879 -0.837 1.258
H -1.465 1.875 -1.015
H -1.579 1.253 0.702
H -3.003 1.588 -0.211
H -2.714 -0.455 -1.498
H -1.290 -2.215 -0.205
H -0.785 -1.667 1.831
H 8.631 0.660 -0.129
H 8.514 -0.017 0.116
*
```

---

--- Q ---
C3H8N | the ωB97M-V functional and the def2-TZVPD basis

HOMO in eV: -16.1435
Orbital gap in eV: 10.304
Lowest unoccupied orbital energy in eV: -5.8

```
! RIJCOSX wB97M-V def2-TZVPD def2/J DEFGRID3
* xyz 1 1
C 1.518 -0.726 0.645
C 0.558 1.278 1.667
C -1.404 -0.413 -1.608
N 1.008 0.230 1.180
H 2.055 -0.534 -0.269
H 1.546 -1.839 0.962
H -0.382 1.698 1.333
H -1.907 0.343 -1.021
H 0.880 1.857 2.638
H -1.822 -0.157 -2.647
H -1.749 -1.436 -1.365
H -0.302 -0.302 -1.515
*
```

---

Q has the most favorable energy; the next structure is 35.4 kcal/mol above.